Entry 1:
{"formula": "C9H10Cl3GeN3O5PdS", "method": "ωB97M-V/def2-TZVPD", "symbols": ["Pd", "C", "O", "C", "O", "N", "N", "H", "H", "H", "H", "H", "H", "Cl", "Ge", "Cl", "Cl", "O", "C", "N", "S", "O", "O", "C", "C", "C", "C", "C", "C", "H", "H", "H", "H"], "coordinates": [[0.6512, 1.3036, 0.0731], [5.2651, -1.0946, 1.4776], [4.5222, -0.5836, 0.3559], [3.2779, -0.1751, 0.4869], [2.6803, 0.2645, -0.4902], [2.7134, -0.2380, 1.7259], [1.3750, 0.1534, 1.8988], [6.2516, -1.3162, 1.0877], [4.8132, -2.0152, 1.8485], [5.3447, -0.3416, 2.2616], [3.1531, -0.7471, 2.4748], [1.2931, 0.7266, 2.7323], [0.7651, -0.6576, 1.9928], [0.4563, 2.4514, -2.2156], [2.5928, 2.8715, -1.6885], [2.0916, 3.2190, 0.5354], [3.1153, 4.8068, -2.4384], [-0.4603, -0.6174, -2.4982], [-1.1096, -0.5213, -1.4970], [-0.5436, -0.2560, -0.2170], [-1.7194, 0.0958, 0.9018], [-1.6372, -0.7606, 2.0467], [-1.5356, 1.5247, 1.1378], [-3.0732, -0.3141, -0.1182], [-4.4139, -0.3674, 0.2115], [-5.2843, -0.7796, -0.7882], [-4.8147, -1.1333, -2.0524], [-3.4619, -1.0849, -2.3565], [-2.5890, -0.6667, -1.3667], [-4.7690, -0.1021, 1.1974], [-6.3446, -0.8313, -0.5815], [-5.5209, -1.4535, -2.8063], [-3.0844, -1.3602, -3.3318]], "forces_ev_per_angstrom": [[0.0, 0.1, 0.0], [0.0, 0.0, 0.0], [0.0, 0.0, 0.1], [-0.2, 0.1, -0.2], [0.5, -0.1, -0.1], [0.0, 0.0, 0.0], [0.1, -0.1, 0.1], [0.0, 0.0, 0.0], [0.0, 0.0, 0.0], [0.0, 0.0, 0.0], [0.0, 0.0, 0.0], [0.0, 0.0, 0.0], [0.0, 0.0, 0.0], [0.6, 0.1, -0.1], [-0.8, 0.4, 0.4], [0.3, -0.1, -0.5], [0.0, -0.3, 0.1], [0.0, 0.1, -0.1], [0.2, -0.1, 0.5], [-0.3, 0.1, -0.1], [0.2, 0.1, -0.2], [0.1, 0.0, 0.1], [-0.5, -0.1, 0.2], [-0.1, 0.0, 0.0], [0.0, 0.0, 0.0], [0.0, 0.0, 0.0], [0.0, 0.0, 0.0], [0.0, 0.0, 0.0], [0.0, 0.0, -0.1], [0.0, 0.0, 0.0], [0.0, 0.0, 0.0], [0.0, 0.0, 0.0], [0.0, 0.0, 0.0]], "mulliken_spin": [-0.0052, -0.0003, 0.0074, 0.0052, -0.0288, 0.0027, 0.0798, -0.0001, 0.0000, 0.0002, 0.0006, -0.0044, -0.0062, 0.1711, 0.5993, 0.0960, 0.1699, -0.0055, -0.0049, -0.0453, 0.0080, -0.0063, -0.0311, -0.0031, 0.0003, -0.0001, -0.0011, 0.0000, 0.0017, 0.0005, 0.0000, -0.0002, -0.0001], "s2": 1.085, "homo_energy_ev": [-12.69, -12.47], "total_charge": 1, "spin_multiplicity": 2}

***

Entry 2:
{"formula": "C43H51BN8O6SY", "method": "ωB97M-V/def2-TZVPD", "symbols": ["Y", "O", "C", "O", "C", "C", "C", "C", "C", "C", "N", "C", "C", "C", "C", "C", "C", "N", "H", "H", "H", "H", "H", "H", "H", "H", "H", "H", "C", "C", "N", "O", "C", "C", "N", "O", "H", "H", "H", "H", "H", "H", "H", "C", "C", "C", "C", "C", "C", "C", "N", "C", "C", "C", "C", "C", "C", "C", "N", "C", "C", "C", "C", "H", "H", "H", "H", "H", "H", "H", "H", "H", "H", "H", "H", "H", "H", "H", "H", "H", "H", "H", "H", "H", "H", "H", "H", "O", "B", "O", "C", "C", "C", "C", "C", "C", "H", "H", "H", "H", "C", "N", "C", "N", "S", "H", "H", "H", "H", "H", "H"], "coordinates": [[1.4868, 1.1514, 0.4303], [1.5207, -5.1689, -5.1270], [0.6591, -4.7024, -4.2073], [-0.2261, -5.3993, -3.8006], [0.8394, -3.2851, -3.7415], [1.5585, -2.3197, -4.4340], [1.6667, -1.0294, -3.9392], [1.0528, -0.6871, -2.7406], [0.3560, -1.6598, -2.0378], [0.2347, -2.9363, -2.5408], [1.1856, 0.6067, -2.1630], [1.1543, 1.6119, -2.9355], [1.4079, 2.9776, -2.4389], [1.2841, 4.0554, -3.2932], [1.5492, 5.3333, -2.8129], [1.9552, 5.4761, -1.5012], [2.0690, 4.3420, -0.7101], [1.7848, 3.1146, -1.1524], [2.2506, -4.5583, -5.2775], [2.0417, -2.5462, -5.3784], [2.2863, -0.3126, -4.4651], [-0.0873, -1.4132, -1.0835], [-0.3155, -3.6957, -2.0023], [0.9465, 1.5111, -4.0019], [0.9856, 3.8929, -4.3218], [1.4530, 6.1952, -3.4603], [2.1935, 6.4445, -1.0829], [2.4169, 4.4149, 0.3122], [5.9593, 1.7950, 1.8383], [4.4661, 1.7475, 1.7762], [3.8026, 2.1221, 0.7398], [4.6401, 2.5332, -0.3074], [3.6722, 1.2146, 2.8950], [4.1905, 0.9034, 4.2558], [2.4474, 0.9879, 2.5677], [1.6070, 0.4713, 3.4158], [6.3838, 1.6721, 0.8471], [6.3428, 1.0209, 2.4987], [6.2864, 2.7648, 2.2245], [4.0477, 2.5883, -1.0633], [5.2693, 1.0217, 4.3305], [3.9184, -0.1190, 4.5231], [3.7153, 1.5593, 4.9897], [-5.8254, 2.6135, 1.0540], [-5.2169, 2.8941, -0.3275], [-5.4414, 4.3670, -0.6685], [-5.9164, 2.0226, -1.3844], [-3.7393, 2.5312, -0.3199], [-2.7361, 3.3950, -0.7420], [-1.4148, 2.9902, -0.6953], [-1.0145, 1.7847, -0.2898], [-1.9779, 0.9421, 0.1164], [-3.3195, 1.2778, 0.1169], [-1.5181, -0.3835, 0.6122], [-2.3045, -1.5159, 0.5282], [-1.8135, -2.7514, 0.9640], [-0.5444, -2.7444, 1.5341], [0.1782, -1.5669, 1.6049], [-0.2758, -0.4026, 1.1163], [-2.6570, -4.0168, 0.8458], [-3.4717, -4.0120, -0.4561], [-3.6176, -4.0428, 2.0491], [-1.7846, -5.2793, 0.8657], [-6.8710, 2.9265, 1.0648], [-5.2954, 3.1678, 1.8336], [-5.7989, 1.5517, 1.3070], [-6.5072, 4.5917, -0.6223], [-5.1014, 4.6048, -1.6789], [-4.9289, 5.0238, 0.0387], [-6.9855, 2.2461, -1.4045], [-5.7971, 0.9592, -1.1646], [-5.5083, 2.2139, -2.3796], [-2.9577, 4.3954, -1.0859], [-0.6456, 3.6933, -0.9849], [-4.0374, 0.5544, 0.4823], [-3.2827, -1.4435, 0.0737], [-0.0873, -3.6481, 1.9121], [1.1616, -1.5498, 2.0572], [-4.2497, -3.2452, -0.4574], [-3.9718, -4.9751, -0.5703], [-2.8331, -3.8637, -1.3303], [-4.2529, -3.1533, 2.0644], [-3.0647, -4.0872, 2.9901], [-4.2634, -4.9223, 1.9884], [-1.0623, -5.2763, 0.0458], [-2.4198, -6.1588, 0.7491], [-1.2429, -5.3963, 1.8067], [3.2314, -1.9334, 0.8563], [2.9390, -0.9365, -0.1065], [3.5322, -1.3608, -1.3208], [4.1158, -2.5844, -1.0994], [4.7831, -3.4032, -1.9826], [5.2651, -4.6120, -1.4802], [5.0799, -4.9654, -0.1471], [4.4048, -4.1236, 0.7379], [3.9312, -2.9350, 0.2274], [4.9295, -3.1127, -3.0162], [5.7972, -5.2883, -2.1386], [5.4690, -5.9101, 0.2112], [4.2617, -4.3872, 1.7786], [-1.8400, 1.1729, 4.2232], [-0.7561, 1.7903, 3.4786], [-0.8288, 2.9699, 2.9009], [-1.9754, 3.6779, 2.9978], [0.4644, 3.6134, 1.9831], [-1.4322, 0.3313, 4.7757], [-2.6308, 0.8071, 3.5618], [-2.2774, 1.8596, 4.9495], [0.1530, 1.2793, 3.4396], [-2.6940, 3.4284, 3.6541], [-1.9666, 4.6135, 2.6318]], "forces_ev_per_angstrom": [[-0.2, 0.7, -0.1], [0.1, -0.1, -0.1], [-0.1, 0.1, 0.0], [0.0, 0.0, 0.0], [0.1, 0.0, 0.0], [0.0, 0.0, -0.1], [0.1, 0.1, -0.1], [0.0, -0.1, -0.1], [-0.1, 0.1, 0.2], [-0.1, -0.1, 0.0], [0.0, 0.0, 0.0], [0.0, 0.1, 0.0], [0.0, -0.1, 0.1], [0.0, 0.1, -0.2], [0.0, 0.0, -0.1], [0.0, 0.1, 0.0], [0.0, -0.2, 0.0], [0.0, 0.1, -0.3], [0.0, 0.0, 0.0], [0.0, 0.0, 0.0], [0.0, 0.0, 0.0], [0.0, 0.0, -0.1], [0.0, 0.0, 0.0], [0.0, 0.0, 0.0], [0.0, 0.0, 0.0], [0.0, 0.0, 0.0], [0.0, 0.0, 0.0], [0.0, 0.0, 0.0], [0.0, 0.0, 0.1], [0.1, 0.0, 0.1], [0.1, -0.1, -0.2], [0.0, 0.1, 0.1], [0.1, 0.0, -0.1], [0.0, 0.1, 0.1], [-0.2, -0.3, -0.2], [-0.1, 0.0, 0.4], [0.0, 0.0, 0.0], [0.0, 0.0, 0.0], [0.0, 0.0, 0.0], [0.0, 0.0, 0.0], [-0.1, 0.0, 0.0], [0.0, 0.0, 0.0], [0.0, 0.0, 0.0], [0.0, 0.0, 0.0], [-0.1, 0.0, 0.0], [0.0, 0.0, 0.0], [0.0, 0.0, 0.0], [0.0, 0.0, 0.0], [-0.1, 0.0, 0.0], [0.0, 0.0, 0.0], [-0.1, 0.1, 0.2], [0.1, -0.1, 0.0], [-0.1, -0.1, 0.0], [0.0, 0.2, 0.0], [0.0, -0.1, 0.0], [-0.1, 0.0, -0.1], [0.0, 0.0, 0.0], [0.0, 0.1, 0.0], [0.0, -0.5, 0.1], [0.0, 0.0, 0.0], [0.0, 0.0, 0.0], [0.0, 0.0, 0.0], [0.0, 0.1, 0.0], [0.0, 0.0, 0.0], [0.0, 0.0, 0.0], [0.0, 0.1, 0.0], [0.0, 0.0, 0.0], [0.0, 0.0, 0.0], [0.0, 0.0, 0.0], [0.1, 0.0, 0.0], [0.0, 0.0, 0.0], [0.0, 0.0, 0.0], [0.0, 0.0, 0.0], [0.0, 0.0, 0.0], [0.0, 0.1, 0.0], [0.0, 0.0, 0.0], [0.0, 0.0, 0.0], [0.0, 0.0, 0.0], [0.0, 0.0, 0.0], [0.0, 0.0, 0.0], [0.0, 0.0, 0.0], [0.0, 0.0, 0.0], [0.0, 0.0, 0.0], [0.0, 0.0, 0.0], [0.0, 0.0, 0.0], [0.0, 0.0, 0.0], [0.0, 0.0, -0.1], [0.0, -0.2, 0.1], [0.2, -0.1, 0.1], [0.1, 0.0, -0.1], [-0.1, 0.1, 0.1], [0.0, 0.0, -0.1], [0.0, 0.0, 0.0], [0.0, 0.0, 0.0], [0.0, 0.0, 0.1], [0.0, 0.1, 0.0], [0.0, 0.0, 0.0], [0.0, 0.0, 0.0], [0.0, 0.0, 0.0], [0.0, 0.0, 0.0], [0.1, 0.1, -0.1], [-0.2, -0.2, 0.2], [-0.1, 0.0, -0.2], [0.1, 0.0, -0.1], [0.1, 0.0, 0.1], [0.0, 0.0, 0.0], [0.0, 0.0, 0.0], [0.0, 0.0, 0.1], [0.1, 0.0, -0.1], [0.0, 0.0, 0.0], [0.0, 0.0, 0.0]], "mulliken_charge": [-1.8136, -0.4875, 0.4813, -0.5313, 0.5349, -1.2656, -0.7468, -1.1026, 1.7457, -0.6143, 0.7804, -0.6372, -0.0710, -0.8773, -0.6491, -1.0022, -0.6244, 1.5262, 0.3110, 0.2998, 0.6279, -0.4809, 0.5711, 0.6676, 0.5457, 0.4745, 0.4683, 0.4215, -1.8996, 0.3613, 0.7385, -0.6005, -0.1339, -1.6250, 1.0738, -1.0876, 0.4521, 0.4755, 0.3150, 0.2696, 0.4320, 0.3078, 0.2787, -1.5303, 1.9749, -2.0532, -1.5502, 0.2220, -1.0189, -0.7450, 1.2038, -0.6037, -0.4416, -0.7034, -0.7960, 0.6479, -1.2009, -1.1272, 2.5120, 1.9065, -1.6328, -1.7636, -1.7496, 0.4581, 0.2876, 0.3267, 0.4335, 0.3795, 0.4178, 0.4565, 0.3086, 0.3572, 0.5423, 0.2575, 0.5500, 0.5902, 0.3916, 0.4797, 0.4004, 0.4846, 0.2401, 0.3346, 0.3698, 0.4630, 0.2902, 0.4466, 0.4183, -0.1755, 1.8959, -0.0459, 0.7722, -1.0177, -0.6645, -0.5492, -1.1685, 0.5358, 0.5331, 0.4104, 0.4118, 0.5092, -1.2576, 0.1253, 0.6947, -0.2471, -0.4827, 0.3195, 0.3200, 0.4883, 0.0195, 0.1641, 0.2642], "homo_energy_ev": -9.82, "total_charge": 1}

***

Table of energy above the lowest of the compared OMol25 structures with the same formula, charge and spin (kJ/mol), in record order: 0.00, 231.98